Formula: C2H14NO5
Source: OMol25
Level of theory: ωB97M-V with the def2-TZVPD basis set

Each line ends with the Mulliken charge.
Geometry (Å):
C (1.293081, -2.274055, 1.221567)  -0.46
O (1.192525, -1.058582, 0.613965)  -0.96
C (0.265074, -2.470562, 2.348213)  -0.57
N (-1.118346, -2.608005, 1.866423)  -0.62
H (1.071508, -3.171284, 0.576095)  0.28
H (2.320215, -2.385150, 1.632234)  0.28
H (0.465775, -3.366010, 2.944114)  0.25
H (0.402234, -1.617000, 3.022046)  0.28
H (-1.654837, -1.770240, 2.030852)  0.25
H (-1.069013, -2.758184, 0.868488)  0.26
H (0.148308, 1.395509, -0.593314)  0.26
H (0.808607, 0.755253, 0.492936)  0.45
O (0.718139, 1.671472, 0.141902)  -0.66
H (0.200818, 4.572752, -2.919013)  0.31
H (1.667580, 4.618033, -2.825456)  0.32
O (0.901515, 5.157927, -2.588308)  -0.64
H (-4.852435, 3.670878, -1.574625)  0.33
H (-6.272030, 3.382635, -1.948212)  0.31
O (-5.421981, 3.595504, -2.349739)  -0.64
H (3.725752, -1.795640, -0.771085)  0.28
H (2.227217, -1.589136, -0.834541)  0.36
O (2.980288, -1.956112, -1.354540)  -0.68

Cartesian forces (eV/Å) of the 6 atoms listed first:
-0.50 0.15 0.29
-0.20 -0.15 -0.77
0.31 0.15 0.51
0.07 -0.04 0.25
0.47 0.30 -0.26
-0.13 -0.55 0.20

Output
HOMO level, eV: -3.74
E_LUMO, eV: 2.6
HOMO-LUMO gap, eV: 6.317
Total charge: -1
Energy above the lowest of the compared OMol25 structures with the same formula, charge and spin, kcal/mol: 32.2

***

Formula: C12H10Cl2N2O6PtSe4
Source: OMol25
Level of theory: ωB97M-V with the def2-TZVPD basis set

Each line ends with the Mulliken charge.
Geometry (Å):
Pt (-0.236806, -0.925645, 0.149676)  1.37
Cl (-0.469200, 2.921437, -0.580430)  -0.04
C (-2.032036, 2.287499, -0.154565)  -0.43
Cl (-1.963249, 0.735478, 0.773711)  -0.04
H (-2.611974, 2.081876, -1.046243)  0.34
H (-2.533114, 2.973591, 0.517939)  0.36
Se (-2.054208, -2.238528, -0.862324)  -0.12
Se (-0.934205, -3.551753, -2.375185)  -0.11
Se (0.595729, -1.999874, -3.277558)  -0.12
Se (0.049226, -0.117857, -2.157946)  -0.05
O (2.367071, -0.808546, 2.285272)  -0.65
C (2.225399, 0.163406, 1.560196)  0.75
O (1.192669, 0.434368, 0.819515)  -0.93
C (3.319859, 1.197893, 1.468192)  0.20
C (3.253149, 2.253577, 0.566631)  -0.36
C (4.274466, 3.191342, 0.503236)  -0.64
C (5.371038, 3.082573, 1.342048)  -0.45
C (5.420223, 2.017813, 2.224422)  -0.12
C (4.421388, 1.069067, 2.301976)  -0.29
N (6.589276, 1.892975, 3.117626)  1.04
O (7.404231, 2.794069, 3.104900)  -0.62
O (6.675257, 0.891512, 3.797244)  -0.60
H (2.398236, 2.320618, -0.089968)  0.24
H (4.219281, 4.008500, -0.203162)  0.41
H (6.179710, 3.797683, 1.322545)  0.49
H (4.485551, 0.245997, 2.997813)  0.62
O (-0.339138, -2.310787, 2.123505)  -0.76
C (0.676526, -2.811847, 1.631474)  0.44
C (1.696615, -3.759823, 2.183215)  -0.58
C (2.787499, -3.751024, 1.100415)  -0.50
C (2.313808, -2.776315, 0.022252)  0.14
O (2.929329, -2.360270, -0.915983)  -0.58
N (1.009421, -2.435678, 0.375543)  0.29
H (1.246532, -4.738162, 2.349936)  0.36
H (2.044861, -3.367373, 3.136393)  0.28
H (2.966996, -4.724424, 0.646816)  0.37
H (3.734985, -3.370666, 1.477872)  0.27

Cartesian forces (eV/Å) of the 6 atoms listed first:
-0.02 -0.04 0.31
0.04 -0.01 0.03
-0.08 -0.08 -0.07
0.10 0.12 -0.01
0.04 -0.02 -0.02
-0.04 -0.02 -0.01

Output
HOMO level (spin up / spin down), eV: -7.89 / -7.89
E_LUMO (spin up / spin down), eV: -2.2 / -2.2
HOMO-LUMO gap (spin up / spin down), eV: 5.690 / 5.686
Energy above the lowest of the compared OMol25 structures with the same formula, charge and spin, kcal/mol: 4.3

***

Formula: C3H12N2O2
Source: OMol25
Level of theory: ωB97M-V with the def2-TZVPD basis set

Each line ends with the Mulliken charge.
Geometry (Å):
C (1.910901, 0.531652, 2.363174)  -1.27
C (0.534970, 0.845290, 1.680227)  -0.48
N (0.003473, -0.261330, 0.725181)  -0.26
C (-1.210044, 0.079568, 0.465083)  -0.02
N (-1.807523, 1.308785, 0.256838)  -0.48
H (1.930260, -0.372789, 2.978410)  0.31
H (2.513679, 0.619946, 1.475213)  0.31
H (2.208221, 1.344083, 3.008458)  0.37
H (-0.189884, 0.985592, 2.498621)  0.36
H (0.492836, 1.754029, 1.064221)  0.35
H (-1.971208, -0.726720, 0.507005)  0.28
H (-1.438991, 1.966633, 0.931353)  0.24
H (-2.820464, 1.222397, 0.256905)  0.28
O (-1.312611, 0.205649, -6.132003)  -0.64
H (-1.145713, -0.629541, -5.692475)  0.32
H (-2.197187, 0.474607, -5.890225)  0.32
O (1.784439, -3.000385, -0.414031)  -0.66
H (1.339997, -2.469322, 0.263685)  0.33
H (1.374850, -3.878145, -0.345639)  0.31

Cartesian forces (eV/Å) of the 6 atoms listed first:
-1.46 0.95 -1.53
0.04 -0.57 -0.27
-0.78 1.47 2.85
-0.36 -2.19 -0.51
0.27 -0.24 1.17
0.02 -0.10 -0.77

Output
HOMO level, eV: -9.01
E_LUMO, eV: 0.7
SMILES: CC/N=C\N.O.O
HOMO-LUMO gap, eV: 9.677
Energy above the lowest of the compared OMol25 structures with the same formula, charge and spin, kcal/mol: 55.8

***

Formula: CH4N4S
Source: OMol25
Level of theory: ωB97M-V with the def2-TZVPD basis set

Each line ends with the Mulliken charge.
Geometry (Å):
S (2.762704, 0.405998, -0.348917)  -0.35
N (1.193819, -0.014615, -0.347229)  0.47
N (0.669235, -1.212529, -0.277666)  -0.49
N (-0.635821, -1.083319, -0.155616)  -0.01
C (-0.934519, 0.218826, 0.278566)  -0.32
N (0.192708, 0.893378, -0.352517)  -0.38
H (-1.135496, -1.997444, -0.061208)  0.25
H (-1.854533, 0.609483, -0.145254)  0.27
H (-0.681623, 0.375666, 1.435661)  0.27
H (0.423529, 1.804560, -0.025818)  0.29

Cartesian forces (eV/Å) of the 6 atoms listed first:
1.57 0.39 -0.23
-1.73 -3.39 0.73
3.32 1.18 -0.28
-1.54 -2.15 -0.87
1.01 1.74 2.19
-1.90 0.53 -1.21

Output
HOMO level, eV: -7.57
E_LUMO, eV: 0.4
SMILES: [S-][N+]1=NNCN1
HOMO-LUMO gap, eV: 7.957
Energy above the lowest of the compared OMol25 structures with the same formula, charge and spin, kcal/mol: 63.6

***

Formula: C4H6O2
Source: OMol25
Level of theory: ωB97M-V with the def2-TZVPD basis set

Each line ends with the Mulliken charge.
Geometry (Å):
C (-2.584413, 0.184407, 0.121007)  -1.00
C (-1.102889, -0.220849, 0.186685)  0.78
O (-0.541626, -1.208090, 0.513671)  -0.48
O (-0.432664, 0.800559, -0.445850)  -0.40
H (-3.228068, -0.706321, 0.387510)  0.30
H (-2.812282, 0.952292, 0.877307)  0.28
H (-2.810043, 0.526931, -0.927896)  0.27
H (0.529881, 0.417052, -0.308142)  0.20
C (2.598377, -0.411378, -0.008952)  -0.43
C (2.873679, 0.731223, -0.349741)  -0.13
H (2.579723, -1.501524, 0.511990)  0.31
H (2.826581, 1.871405, -0.777315)  0.31

Cartesian forces (eV/Å) of the 6 atoms listed first:
-0.69 -1.67 0.38
-1.52 2.76 -2.26
0.14 -1.33 1.03
2.69 -1.96 1.35
0.69 0.94 -0.44
0.24 -0.06 -0.53

Output
HOMO level, eV: -10.46
E_LUMO, eV: 1.0
SMILES: CC(=O)O.C#C
HOMO-LUMO gap, eV: 11.442
Energy above the lowest of the compared OMol25 structures with the same formula, charge and spin, kcal/mol: 70.7

***

Formula: C8H27InNO2P2
Source: OMol25
Level of theory: ωB97M-V with the def2-TZVPD basis set

Each line ends with the Mulliken charge.
Geometry (Å):
In (-0.436784, 0.060690, -0.889651)  1.08
H (0.519106, 0.837088, 3.853639)  0.01
H (0.626712, 1.556326, 3.674808)  -0.02
P (-1.146847, -2.295281, 0.460749)  0.56
P (-1.043050, 2.620820, -0.475743)  0.52
C (0.114829, 3.398496, -1.662010)  -1.24
H (-0.183315, 4.431379, -1.899085)  0.40
H (1.123946, 3.390206, -1.231521)  0.33
H (0.159484, 2.792765, -2.576204)  0.35
C (-2.689750, 2.993050, -1.223827)  -1.18
H (-3.480681, 2.702918, -0.512024)  0.35
H (-2.768114, 4.068481, -1.464114)  0.40
H (-2.818480, 2.379975, -2.129668)  0.31
C (-0.962109, 3.774587, 0.935967)  -1.14
H (0.047222, 3.754702, 1.370171)  0.32
H (-1.208267, 4.808299, 0.638400)  0.37
H (-1.660156, 3.454104, 1.721196)  0.36
C (-2.699492, -3.003809, -0.205293)  -1.18
H (-2.797271, -4.081579, -0.002138)  0.39
H (-3.552570, -2.472072, 0.237801)  0.34
H (-2.737961, -2.825127, -1.288861)  0.32
C (0.098555, -3.518201, -0.146109)  -1.20
H (1.066274, -3.353284, 0.359953)  0.24
H (-0.243645, -4.556504, 0.034847)  0.42
H (0.262814, -3.361313, -1.225097)  0.31
C (-1.171626, -2.752811, 2.231005)  -1.15
H (-1.926409, -2.147291, 2.748729)  0.35
H (-1.392124, -3.819933, 2.402758)  0.36
H (-0.196001, -2.517529, 2.682428)  0.31
H (-1.483444, 0.196625, 0.523931)  -0.39
H (-1.524764, -0.274592, -2.199573)  -0.29
N (4.227959, -0.584115, 0.308855)  -0.25
C (3.619367, -0.927573, -1.032480)  -0.68
C (2.215643, -0.404945, -0.946266)  1.07
O (1.498294, -0.387602, -2.017991)  -0.69
O (1.808750, -0.069288, 0.221404)  -0.79
H (4.392818, 0.442385, 0.340651)  0.38
H (5.093486, -1.110897, 0.406597)  0.34
H (3.529620, -0.742503, 1.063197)  0.33
H (4.089533, -0.443763, -1.882171)  0.36
H (3.628450, -2.012882, -1.207260)  0.31

Cartesian forces (eV/Å) of the 6 atoms listed first:
-2.18 -0.06 0.98
0.03 0.25 -0.07
-0.03 -0.25 0.06
1.25 -1.88 -0.66
0.63 1.40 -1.30
-0.10 0.62 -0.17

Output
HOMO level, eV: -9.10
E_LUMO, eV: -3.5
HOMO-LUMO gap, eV: 5.637
Total charge: +1